Record 1
Formula: H4O2
Source: the Open Molecules 2025 dataset
Level of theory: ωB97M-V with the def2-TZVPD basis set

The HOMO-LUMO gap is 0.44061 Eh. The LUMO energy comes out at 0.6 eV. The energy above the lowest of the compared OMol25 structures with the same formula, charge and spin is 4.5 kcal/mol. The net charge is 0. The SMILES is O.O.

Cartesian coordinates (Å):
O 0.350 1.021 1.146
H 1.215 0.629 1.341
H -0.161 0.260 0.905
O -0.470 -0.858 -1.053
H -0.573 -1.529 -1.781
H 0.480 -0.661 -1.206


Record 2
Formula: H4O2
Source: the Open Molecules 2025 dataset
Level of theory: ωB97M-V with the def2-TZVPD basis set

The HOMO-LUMO gap is 0.43285 Eh. The LUMO energy comes out at 0.7 eV. The energy above the lowest of the compared OMol25 structures with the same formula, charge and spin is 0.7 kcal/mol. The net charge is 0. The SMILES is O.O.

Cartesian coordinates (Å):
O 5.557 -52.025 -14.658
H 5.152 -51.196 -14.387
H 5.322 -52.135 -15.585
O 5.749 -54.919 -14.777
H 6.705 -55.011 -14.770
H 5.590 -54.001 -14.520


Record 3
Formula: C14H18AuBrI2O2S3
Source: the Open Molecules 2025 dataset
Level of theory: ωB97M-V with the def2-TZVPD basis set

The HOMO-LUMO gap (spin up / spin down) is 0.12706 / 0.12347 Eh. The LUMO energy (spin up / spin down) comes out at -10.8 / -10.9 eV. The energy above the lowest of the compared OMol25 structures with the same formula, charge and spin is 56.0 kcal/mol. The net charge is +2.

Cartesian coordinates (Å):
Au -0.159 -0.543 -0.265
C 3.311 2.306 3.009
C 1.842 2.744 3.094
S 0.665 1.902 1.995
C -0.102 0.630 3.067
C 0.739 -0.614 3.278
S 1.378 -1.425 1.767
C 2.931 -0.497 1.451
C 3.926 -0.496 2.590
S 3.670 0.763 3.892
H 3.894 3.064 3.538
H 3.665 2.250 1.981
H 1.791 3.787 2.776
H 1.477 2.659 4.116
H -1.043 0.388 2.571
H -0.326 1.087 4.031
H 0.145 -1.382 3.774
H 1.611 -0.400 3.900
H 2.667 0.507 1.128
H 3.359 -1.025 0.600
H 4.927 -0.321 2.190
H 3.935 -1.448 3.124
I -2.951 -1.034 0.182
C -3.231 -0.764 -1.940
I -1.359 -0.051 -2.787
H -4.026 -0.038 -2.087
H -3.501 -1.727 -2.364
Br 3.028 3.046 -0.574
C 3.939 2.096 -1.933
C 5.211 2.510 -2.304
C 5.895 1.818 -3.287
C 5.310 0.716 -3.895
C 4.023 0.325 -3.542
C 3.336 1.013 -2.559
C 1.914 0.582 -2.206
O 1.096 0.612 -3.112
O 1.776 0.236 -1.005
H 5.649 3.373 -1.832
H 6.887 2.144 -3.565
H 5.854 0.147 -4.633
H 3.557 -0.516 -4.028


Record 4
Formula: C4H5Cl
Source: the Open Molecules 2025 dataset
Level of theory: ωB97M-V with the def2-TZVPD basis set

The HOMO-LUMO gap is 0.30759 Eh. The LUMO energy comes out at -0.5 eV. The energy above the lowest of the compared OMol25 structures with the same formula, charge and spin is 94.5 kcal/mol. The net charge is 0.

Cartesian coordinates (Å):
C -2.491 0.717 0.933
C -1.625 0.939 0.142
C 1.631 -0.275 -0.052
C 0.860 -0.397 -1.312
Cl 0.120 -1.887 -1.480
H -3.253 0.524 1.631
H 1.277 -0.888 0.780
H 1.707 0.771 0.242
H 2.643 -0.605 -0.310
H -0.870 1.101 -0.573


Record 5
Formula: C2H2N4
Source: the Open Molecules 2025 dataset
Level of theory: ωB97M-V with the def2-TZVPD basis set

The HOMO-LUMO gap is 0.32587 Eh. The LUMO energy comes out at -0.8 eV. The energy above the lowest of the compared OMol25 structures with the same formula, charge and spin is 96.7 kcal/mol. The net charge is 0. The SMILES is c1cnnnn1.

Cartesian coordinates (Å):
C 0.798 -0.513 -0.215
C -0.352 -0.004 -0.878
N -1.285 0.804 -0.204
N -1.008 0.916 1.052
N 0.188 0.468 1.690
N 1.077 -0.067 0.910
H 1.376 -1.414 -0.653
H -0.794 -0.189 -1.702


Record 6
Formula: C9H23N3OP2Yb
Source: the Open Molecules 2025 dataset
Level of theory: ωB97M-V with the def2-TZVPD basis set

Its expectation value of S² is 2.03. The HOMO-LUMO gap (spin up / spin down) is 0.32637 / 0.22598 Eh. The LUMO energy (spin up / spin down) comes out at -6.4 / -9.1 eV. The energy above the lowest of the compared OMol25 structures with the same formula, charge and spin is 0.0 kcal/mol. The net charge is +2. Its spin multiplicity is 3.

Cartesian coordinates (Å):
Yb 0.166 0.089 1.286
P 1.115 2.700 1.434
P 2.174 -1.731 1.671
N -1.624 0.928 0.253
N -0.905 -1.721 0.378
H -3.404 0.289 -0.810
H -2.917 -2.205 -0.207
H -3.277 -0.180 0.915
C -2.708 -0.053 -0.023
H -1.922 -1.445 -1.495
C -2.136 -1.442 -0.400
H -2.197 2.710 -0.666
H -0.663 -3.774 -0.011
C -1.442 2.138 -0.073
C -0.214 -2.841 0.415
H -0.729 4.019 0.652
C -0.265 3.096 0.249
H 0.194 3.356 -0.724
H 3.345 -1.884 0.853
H 2.808 -2.403 2.781
H 2.072 3.413 0.708
H 0.963 3.890 2.184
O 1.369 0.459 -0.565
C 0.940 0.161 -1.877
C 1.175 1.305 -2.851
C 1.550 -1.139 -2.361
H -0.170 0.019 -1.866
H 0.562 2.179 -2.604
H 2.217 1.630 -2.813
H 0.942 1.007 -3.884
H 1.326 -1.962 -1.678
H 1.195 -1.420 -3.359
H 2.638 -1.045 -2.391
C 1.084 -3.020 0.987
H 1.391 -4.071 0.969
N -1.000 -0.225 3.526
H -0.446 -0.324 4.370
H -1.564 -1.072 3.389
H -1.641 0.569 3.635


Record 7
Formula: C21H24N2O6S
Source: the Open Molecules 2025 dataset
Level of theory: ωB97M-V with the def2-TZVPD basis set

The HOMO-LUMO gap is 0.32618 Eh. The LUMO energy comes out at 0.4 eV. The energy above the lowest of the compared OMol25 structures with the same formula, charge and spin is 19.2 kcal/mol. The net charge is 0. The SMILES is CCOC(=O)CSC1=C(C#N)[C@H](c2ccccc2OCC)[C@@H](C(=O)OCC)C(=O)N1.

Cartesian coordinates (Å):
C 4.161 6.130 -1.049
C 4.605 4.901 -1.827
O 3.482 4.199 -2.378
C 2.843 3.355 -1.591
O 3.137 3.122 -0.442
C 1.709 2.668 -2.319
S 2.116 0.890 -2.548
C 1.418 0.164 -1.091
C 0.895 -1.079 -1.129
C 0.806 -1.813 -2.319
N 0.711 -2.427 -3.285
C 0.399 -1.706 0.154
C -0.640 -2.768 -0.107
C -0.501 -4.034 0.430
C -1.447 -5.017 0.192
C -2.540 -4.728 -0.601
C -2.702 -3.463 -1.142
C -1.762 -2.471 -0.897
O -1.831 -1.191 -1.371
C -2.840 -0.829 -2.293
C -4.152 -0.457 -1.607
C -0.177 -0.616 1.067
C -0.415 -1.181 2.462
O 0.297 -1.994 2.987
O -1.507 -0.656 3.001
C -1.795 -1.003 4.359
C -0.982 -0.151 5.322
C 0.748 0.590 1.202
O 0.824 1.275 2.193
N 1.468 0.888 0.078
H 3.568 5.834 -0.187
H 5.035 6.673 -0.703
H 3.564 6.782 -1.682
H 5.212 5.176 -2.692
H 5.163 4.219 -1.178
H 0.781 2.737 -1.755
H 1.590 3.083 -3.317
H 1.247 -2.170 0.677
H 0.359 -4.250 1.046
H -1.325 -6.001 0.618
H -3.281 -5.486 -0.803
H -3.566 -3.268 -1.757
H -2.988 -1.625 -3.030
H -2.433 0.044 -2.813
H -4.878 -0.144 -2.353
H -3.988 0.362 -0.911
H -4.556 -1.300 -1.053
H -1.129 -0.247 0.671
H -1.574 -2.066 4.505
H -2.866 -0.824 4.474
H -1.161 0.904 5.129
H -1.263 -0.384 6.345
H 0.077 -0.352 5.189
H 2.085 1.705 0.133


Record 8
Formula: C5H15N2
Source: the Open Molecules 2025 dataset
Level of theory: ωB97M-V with the def2-TZVPD basis set

The HOMO-LUMO gap is 0.37688 Eh. The LUMO energy comes out at -2.8 eV. The energy above the lowest of the compared OMol25 structures with the same formula, charge and spin is 20.9 kcal/mol. The net charge is +1.

Cartesian coordinates (Å):
C -1.923 0.523 2.156
N -0.999 -0.069 1.160
C -1.609 -1.135 0.335
H -2.688 1.097 1.649
H -2.373 -0.282 2.733
H -1.381 1.175 2.837
H -0.173 -0.441 1.627
H -2.203 -1.790 0.964
H -0.840 -1.655 -0.223
H -2.270 -0.662 -0.396
C 2.559 -1.119 -1.632
C 1.760 -0.151 -0.834
C 1.070 0.851 -1.352
N 0.141 1.676 -0.611
H 2.622 -0.839 -2.678
H 3.573 -1.195 -1.241
H 2.094 -2.102 -1.536
H 1.756 -0.292 0.245
H 1.242 1.144 -2.380
H -0.513 0.692 0.529
H 0.632 2.413 -0.104
H -0.478 2.163 -1.247